No. 1
This record from the OMol25 dataset describes a 10-piece molecular cluster, C14H17Cl27FN2S overall. The level of theory is ωB97M-V/def2-TZVPD.

CARTESIAN COORDINATES (ANGSTROEM)
F  2.08585  0.31536  1.59365
C  1.84032  -1.02345  1.99600
C  2.82520  -1.45228  3.16525
C  4.26140  -1.03365  2.71682
C  4.65840  -1.25214  1.35058
N  5.96109  -0.71465  1.35640
S  6.75583  -0.76092  -0.18449
C  6.37800  -0.23849  2.55345
N  5.31071  -0.44730  3.41252
H  0.77141  -1.03789  2.34135
H  1.97048  -1.71729  1.12678
H  2.73117  -2.53415  3.41945
H  2.56687  -0.82290  4.06346
H  4.07043  -1.70046  0.53098
H  6.30186  0.38236  -0.81536
H  7.36172  0.21914  2.76506
H  5.26592  -0.18206  4.39607
C  0.33760  -1.52748  -1.58005
Cl  2.09239  -1.43074  -1.82615
Cl  -0.49657  -1.65027  -3.13155
Cl  -0.06592  -2.89483  -0.53899
H  0.01333  -0.61763  -1.09038
C  3.54423  0.80633  -4.52481
Cl  3.70747  -0.06341  -6.04858
Cl  4.92834  0.49878  -3.46576
Cl  3.34835  2.53687  -4.80973
H  2.65393  0.43954  -4.02275
C  8.72400  -4.45425  1.42284
Cl  7.17938  -3.58433  1.40947
Cl  10.03474  -3.39203  0.90319
Cl  9.05073  -5.10962  3.02770
H  8.65480  -5.28080  0.72271
C  -3.10054  -1.19295  1.34013
Cl  -2.32482  -2.30161  2.48062
Cl  -1.88541  -0.36568  0.35324
Cl  -4.24600  -2.06069  0.31052
H  -3.64198  -0.44676  1.90633
C  -6.03412  2.09536  2.31040
Cl  -5.78173  0.46552  1.67169
Cl  -4.48264  2.85533  2.69516
Cl  -6.93933  3.08053  1.16139
H  -6.61292  2.01847  3.22540
C  -6.86374  -5.18018  -0.66756
Cl  -6.45294  -3.62046  -1.39361
Cl  -8.16585  -5.96084  -1.56803
Cl  -5.44088  -6.22589  -0.59663
H  -7.20802  -5.00369  0.34638
C  -4.69731  6.54186  2.96362
Cl  -4.03365  7.10473  4.50131
Cl  -6.41599  6.92932  2.84667
Cl  -3.80493  7.24451  1.60654
H  -4.58903  5.46355  2.91960
C  -6.36882  8.60740  -1.12008
Cl  -6.08441  10.22242  -1.77726
Cl  -7.85508  8.57558  -0.16622
Cl  -6.43664  7.40999  -2.41895
H  -5.54010  8.35429  -0.46632
C  -0.02751  -2.98270  -6.84348
Cl  0.15640  -4.62146  -7.47658
Cl  1.54825  -2.29288  -6.43122
Cl  -0.86843  -1.95639  -8.00938
H  -0.62530  -3.03204  -5.93882

Properties
Highest occupied orbital energy, eV: -12.0
Net charge: +1
Orbital gap, eV: 8.733
Max |F|, eV/A: 5.3
E_tot, eV: -369423.847



No. 2
This record from the OMol25 dataset describes an isolated molecule of C24H30N6O3. The level of theory is ωB97M-V/def2-TZVPD.

CARTESIAN COORDINATES (ANGSTROEM)
C  -6.58838  -0.13648  0.40778
O  -5.45574  -0.81175  -0.07123
C  -4.35687  -0.07913  -0.42095
C  -4.29398  1.30691  -0.38032
C  -3.13237  1.96503  -0.75341
C  -2.02311  1.25466  -1.18094
C  -0.72488  1.94291  -1.51788
N  0.11125  2.28648  -0.37831
C  -0.11501  3.51296  0.33834
C  1.25910  3.98880  0.81940
N  1.97928  2.89447  1.43429
C  1.75036  1.58611  1.25834
O  2.47576  0.74241  1.77047
C  0.49264  1.20907  0.49370
C  -0.55446  0.75636  1.55564
C  -0.60703  -0.75288  1.75530
O  -1.65585  -1.34872  1.90318
N  0.59536  -1.36217  1.77490
C  0.69940  -2.78282  2.01144
C  0.70436  -3.60536  0.71770
C  1.99738  -3.48070  -0.09169
N  2.09203  -2.22175  -0.77712
N  1.17987  -1.86163  -1.68405
N  1.46590  -0.73124  -2.18911
C  2.62080  -0.27775  -1.62381
C  3.34116  0.90330  -1.79900
C  4.47684  1.05738  -1.04276
C  4.90027  0.07905  -0.13056
C  4.20025  -1.08675  0.06690
C  3.04639  -1.25513  -0.68962
C  -2.10317  -0.13347  -1.23730
C  -3.24348  -0.81358  -0.85912
C  -3.28768  -2.30767  -0.85979
H  -7.31823  -0.91116  0.64003
H  -6.36561  0.43121  1.31757
H  -7.00876  0.53835  -0.34672
H  -5.14049  1.89104  -0.05347
H  -3.09953  3.04515  -0.70634
H  -0.12778  1.27959  -2.15276
H  -0.91328  2.87011  -2.06518
H  -0.79377  3.39544  1.19796
H  -0.53860  4.26187  -0.33196
H  1.83119  4.35948  -0.04018
H  1.15891  4.79837  1.54871
H  2.82749  3.12592  1.93452
H  0.71552  0.35385  -0.14416
H  -1.55218  1.07495  1.25442
H  -0.32928  1.20859  2.52629
H  1.44128  -0.79703  1.75896
H  -0.17738  -3.07836  2.59673
H  1.60371  -2.98066  2.59267
H  0.56425  -4.65549  0.97654
H  -0.13436  -3.28873  0.09638
H  2.02570  -4.27832  -0.84247
H  2.87068  -3.57694  0.55770
H  3.00331  1.65260  -2.49612
H  5.06630  1.95715  -1.14367
H  5.79936  0.25665  0.44006
H  4.52469  -1.82553  0.78318
H  -1.24754  -0.69697  -1.58126
H  -4.26793  -2.66314  -1.16689
H  -2.52374  -2.71302  -1.51863
H  -3.10192  -2.65826  0.15538

Properties
Highest occupied orbital energy, eV: -7.9
Net charge: 0
Energy above the lowest of the compared OMol25 structures with the same formula, charge and spin, eV: 2.603
Orbital gap, eV: 8.501
Max |F|, eV/A: 1.2
E_tot, eV: -40458.707
Structure (SMILES): COc1ccc(CN2CCNC(=O)[C@H]2CC(=O)NCCCn2nnc3ccccc32)cc1C



No. 3
This record from the OMol25 dataset describes a 2-piece molecular cluster, C2H4N2O overall. The level of theory is ωB97M-V/def2-TZVPD.

CARTESIAN COORDINATES (ANGSTROEM)
N  0.09237  0.55858  -0.60202
C  1.10331  0.54024  0.65420
C  -0.67955  -0.41773  -0.22290
N  -1.39989  -1.30657  -0.68838
O  2.28061  0.30799  0.48799
H  0.18653  0.88939  -1.55421
H  -2.37670  -1.39829  -0.43362
H  0.70784  1.29436  1.35038
H  0.08547  -0.46796  1.00855

Properties
Highest occupied orbital energy, eV: -9.1
Net charge: 0
Energy above the lowest of the compared OMol25 structures with the same formula, charge and spin, eV: 3.840
Orbital gap, eV: 9.164
Max |F|, eV/A: 2.3
E_tot, eV: -7162.639



No. 4
This record from the OMol25 dataset describes C28H37HfN7O4PSi as an isolated structure. The level of theory is ωB97M-V/def2-TZVPD.

CARTESIAN COORDINATES (ANGSTROEM)
Hf  -0.03355  0.01384  0.41436
O  -1.95402  3.81095  -2.98803
C  -2.95719  3.55295  -2.12928
C  -4.07881  4.38010  -2.19838
C  -5.16052  4.15460  -1.37743
C  -5.16177  3.10137  -0.45764
C  -4.05397  2.29257  -0.37504
C  -2.93603  2.50010  -1.19755
C  -1.78757  1.61534  -1.05026
O  -1.86654  0.66452  -0.10005
N  -0.74844  1.73381  -1.84069
N  0.14942  0.67637  -1.61156
C  0.87778  0.21116  -2.54994
C  1.33357  -1.17897  -2.50510
C  2.17311  -1.64948  -3.52596
C  2.33597  -2.99712  -3.74862
C  1.58536  -3.90672  -2.99340
C  0.74522  -3.47439  -1.98679
C  0.66715  -2.11517  -1.67917
O  -0.06632  -1.70840  -0.64423
H  -1.29208  3.09184  -2.92007
H  -4.07161  5.18632  -2.91918
H  -6.02440  4.80292  -1.45380
H  -6.01767  2.92703  0.17848
H  -4.02221  1.48027  0.33688
H  0.98455  0.77918  -3.47283
H  2.67667  -0.92813  -4.15925
H  2.99454  -3.34585  -4.53099
H  1.65691  -4.96600  -3.20585
H  0.15511  -4.17041  -1.40454
C  1.52964  3.60736  2.95520
Si  0.38557  3.12720  1.58011
C  -1.32764  2.97560  2.31665
C  0.37475  4.43905  0.29389
O  0.90312  1.64088  0.95641
H  1.38919  4.66854  3.17995
H  2.58087  3.46488  2.69205
H  1.32581  3.05016  3.87380
H  -1.26284  3.14707  3.39441
H  -1.84888  2.02449  2.16843
H  -1.98174  3.74238  1.89238
H  -0.12233  5.32051  0.70868
H  -0.15344  4.15404  -0.61898
H  1.39247  4.72799  0.01791
C  5.06078  -2.96693  1.89494
N  4.16346  -2.66172  3.01074
C  3.30929  -3.82692  3.24662
N  2.55485  -4.25594  2.06978
C  3.49242  -4.49974  0.96999
N  4.36344  -3.36174  0.67232
C  3.61892  -2.24704  0.09433
P  2.29694  -1.63473  1.25047
C  3.37328  -1.45960  2.75288
C  1.54666  -3.26562  1.69926
H  5.70463  -3.79264  2.19991
H  5.68738  -2.09854  1.68689
H  2.61191  -3.60284  4.05633
H  3.94750  -4.65385  3.55991
H  2.92930  -4.76201  0.07275
H  4.12252  -5.34620  1.24404
H  3.17637  -2.54280  -0.85759
H  4.29872  -1.41634  -0.10824
H  2.75182  -1.24454  3.62290
H  4.03974  -0.60581  2.60781
H  0.94869  -3.62625  0.86190
H  0.86626  -3.10676  2.54109
N  -0.98518  -1.19009  6.69210
C  -0.82596  -0.96158  5.37603
C  -1.74203  -1.46601  4.43659
C  -1.53311  -1.22142  3.10875
N  -0.48683  -0.52213  2.63058
C  0.39510  -0.02592  3.53836
C  0.26371  -0.21684  4.88452
H  -1.79612  -1.66944  7.04014
H  -0.35870  -0.79133  7.36861
H  -2.60732  -2.03508  4.74774
H  -2.23443  -1.59995  2.37381
H  1.21255  0.56120  3.14064
H  0.99265  0.21419  5.55867

Properties
Highest occupied orbital energy, eV: -10.6
Net charge: +1
Energy above the lowest of the compared OMol25 structures with the same formula, charge and spin, eV: 0.932
Orbital gap, eV: 7.697
Max |F|, eV/A: 1.8
E_tot, eV: -66732.331



No. 5
This record from the OMol25 dataset describes a 3-piece molecular cluster, C3H12N2O3 overall. The level of theory is ωB97M-V/def2-TZVPD.

CARTESIAN COORDINATES (ANGSTROEM)
N  1.38103  1.32815  -0.55847
C  0.14093  1.40087  -1.32412
C  -1.07884  1.44527  -0.41243
N  -1.11558  0.16877  0.32524
C  -1.57464  0.01800  1.59635
O  -1.21697  -0.88008  2.33253
H  2.12039  1.99951  -0.65566
H  1.12558  1.24459  0.41274
H  0.16855  0.49671  -1.94864
H  0.15089  2.22080  -2.05396
H  -0.72801  2.22166  0.28157
H  -2.06232  1.66621  -0.82281
H  -0.37760  -0.45364  0.01371
H  -2.30718  0.80166  1.84357
O  1.56435  -1.44445  -1.13833
H  1.17791  -2.23822  -1.49556
H  2.15441  -1.81107  -0.44358
O  0.22310  -2.97216  1.64753
H  -0.05852  -2.03181  1.69702
H  0.31252  -3.18076  0.70331

Properties
Highest occupied orbital energy, eV: -9.3
Net charge: 0
Energy above the lowest of the compared OMol25 structures with the same formula, charge and spin, eV: 1.499
Orbital gap, eV: 9.900
Max |F|, eV/A: 1.8
E_tot, eV: -12427.851
Structure (SMILES): NCCNC=O.O.O



No. 6
This record from the OMol25 dataset describes a 3-piece molecular cluster, C4H16N2O2 overall. The level of theory is ωB97M-V/def2-TZVPD.

CARTESIAN COORDINATES (ANGSTROEM)
C  1.34130  2.21298  -1.01146
N  0.62412  1.29367  -0.13004
C  -0.89629  1.36518  -0.07544
C  -1.45930  0.80412  1.28638
C  -2.05774  -0.70828  1.04887
N  -1.22484  -1.74996  1.67413
H  2.19431  1.74234  -1.37670
H  1.64408  3.17970  -0.50541
H  0.58866  2.57722  -1.88715
H  1.03056  0.34115  -0.19252
H  -1.33106  0.78320  -0.93014
H  -1.18917  2.47070  -0.18106
H  -0.71524  0.80860  2.10160
H  -2.18093  1.42572  1.68098
H  -3.05876  -0.97979  1.35891
H  -1.95676  -0.87712  -0.04424
H  -0.22870  -1.91068  1.63971
H  -1.50354  -1.76491  2.64319
O  0.22431  -1.73069  -2.53830
H  0.97882  -2.34110  -2.54293
H  0.33437  -1.51541  -1.64870
O  2.54664  -0.88623  0.12805
H  2.81175  -0.16549  0.61176
H  3.05123  -1.68875  0.25602

Properties
Highest occupied orbital energy, eV: -8.2
Net charge: 0
Energy above the lowest of the compared OMol25 structures with the same formula, charge and spin, eV: 2.335
Orbital gap, eV: 8.563
Max |F|, eV/A: 4.5
E_tot, eV: -11480.636
Structure (SMILES): CNCCCN.O.O